C24H34ClN3O5RuSTe | ωB97M-V with the def2-TZVPD basis set

Structure (ORCA input):
```
! RIJCOSX wB97M-V def2-TZVPD def2/J DEFGRID3
* xyz 2 5
Ru -0.7975 -1.0840 -0.8560
Te 1.7862 0.7239 1.9027
C 2.3046 2.6864 1.4039
C 1.9170 3.7538 2.2092
C 2.2784 5.0415 1.8393
C 3.0133 5.2528 0.6801
C 3.3869 4.1825 -0.1217
C 3.0302 2.8892 0.2335
C 3.1322 0.3608 3.4034
C 3.8712 1.3848 4.0127
C 4.7681 1.0571 5.0078
C 4.9352 -0.2744 5.3869
C 4.2001 -1.2891 4.7806
C 3.2856 -0.9807 3.7937
H 1.3390 3.5939 3.1115
H 1.9880 5.8785 2.4598
H 3.2977 6.2582 0.4006
H 3.9642 4.3518 -1.0207
H 3.3341 2.0562 -0.3896
H 3.7529 2.4138 3.7012
H 5.3448 1.8335 5.4912
H 5.6454 -0.5211 6.1649
H 4.3382 -2.3172 5.0853
H 2.6911 -1.7627 3.3388
C -2.4904 2.3814 -0.8490
C -1.7033 2.5971 -2.1519
C -0.4304 1.7609 -1.9837
O -0.5486 1.0742 -0.6926
C -1.4312 1.9089 0.1209
H -3.2534 1.6129 -0.9726
H -2.9766 3.2903 -0.5006
H -1.4468 3.6459 -2.2876
H -2.2747 2.2751 -3.0191
H 0.4715 2.3718 -1.9367
H -0.3116 0.9949 -2.7481
H -0.8229 2.7375 0.4950
H -1.7887 1.3070 0.9499
C 0.8286 -3.9901 -1.9653
C 0.4365 -2.5565 -2.3166
C 0.2860 -2.3021 -3.8123
C 1.0895 -1.4831 -1.5445
H 0.1649 -4.7018 -2.4538
H 0.8026 -4.1603 -0.8913
H 1.8425 -4.1713 -2.3242
H -0.7180 -2.5711 -1.9468
H 1.2404 -2.4968 -4.3030
H -0.0028 -1.2709 -4.0207
H -0.4587 -2.9651 -4.2497
H 1.5188 -0.6575 -2.1083
H 1.6988 -1.8173 -0.7049
C -4.1452 -3.7760 0.1068
C -4.3376 -2.2623 0.2477
C -4.0599 -1.5493 -1.0340
N -2.9003 -1.1436 -1.4421
N -2.8701 -0.5731 -2.6931
C -4.0591 -0.5552 -3.2300
N -4.3258 -0.0337 -4.4399
S -5.2890 -1.2294 -2.2046
H -4.4133 -4.2671 1.0403
H -3.1068 -4.0171 -0.1162
H -4.7778 -4.1816 -0.6830
H -3.6798 -1.8550 1.0150
H -5.3599 -2.0416 0.5574
H -3.5550 0.2238 -5.0330
H -5.2267 -0.1481 -4.8693
O -0.8268 -2.9670 0.5867
Cl -0.8818 -2.2095 1.8472
O -1.8307 -2.7587 2.7277
O 0.4236 -2.1107 2.4143
O -1.3072 -0.8484 1.4006
*
```

Calculated values
Orbital gap (alpha / beta) (eV): 8.75 / 6.01
HOMO level (alpha / beta) (eV): -14.382 / -14.380
Expectation value of S²: 6.037

---

C9H36Cl3O21Tl | ωB97M-V with the def2-TZVPD basis set

Structure (ORCA input):
```
! RIJCOSX wB97M-V def2-TZVPD def2/J DEFGRID3
* xyz 0 1
Tl -0.0118 0.1709 -0.0342
Cl 3.4577 0.1706 -3.3940
O 2.3249 0.6002 -2.6288
O 3.8998 -1.1054 -2.9536
O 3.0843 0.1007 -4.7614
O 4.4839 1.1251 -3.1558
Cl -2.2123 -4.1061 -0.4092
O -1.3187 -2.9811 -0.2147
O -3.5786 -3.7076 -0.1349
O -2.0632 -4.6167 -1.7097
O -1.8658 -5.1814 0.4867
Cl -3.3831 3.2001 2.0883
O -3.9156 4.4141 1.4591
O -4.5048 2.3495 2.2454
O -2.4168 2.6010 1.2541
O -2.8226 3.5547 3.3322
C 1.2344 2.1758 3.3061
O 0.4390 1.1108 2.8430
H 1.4184 2.9258 2.5369
H 0.6015 2.7257 4.0027
H 2.1634 1.8494 3.7734
H 0.0956 0.6623 3.6193
C -0.1598 -1.8455 -3.7132
O -0.9302 -1.0423 -2.7661
H -0.6436 -2.8215 -3.7518
H 0.0435 -1.3934 -4.6840
H 0.8398 -2.0136 -3.3125
H -1.7785 -0.9460 -3.2050
C -0.8162 2.0682 -3.4256
O -1.0822 2.0453 -2.0505
H -0.2118 2.9539 -3.6214
H -0.2379 1.1985 -3.7373
H -1.7578 2.1386 -3.9700
H -1.4338 2.8768 -1.7241
C -4.1347 -0.2915 -0.4328
O -2.9292 0.4115 -0.8567
H -3.9422 -1.0522 0.3238
H -4.8859 0.4132 -0.0759
H -4.5338 -0.8382 -1.2872
H -3.2388 1.0621 -1.4912
C 1.8514 -2.0953 2.9511
O 0.6733 -1.8214 2.2924
H 1.9944 -3.1731 2.8744
H 2.6804 -1.4828 2.5964
H 1.7404 -1.7377 3.9748
H 0.0682 -2.3634 2.8040
C 1.4564 3.7294 -0.9213
O 0.6326 3.1756 0.0956
H 2.4060 4.0107 -0.4662
H 1.6427 3.2133 -1.8631
H 1.0296 4.6888 -1.2137
H 0.5046 3.8901 0.7238
C 3.8023 1.1561 1.2633
O 2.9553 0.2865 0.5262
H 3.6922 1.0692 2.3443
H 4.8101 0.9287 0.9159
H 3.5968 2.1728 0.9283
H 3.5859 -0.3588 0.1982
C 2.0326 -3.3377 -0.5454
O 1.8750 -2.0135 -1.0009
H 2.3143 -3.3026 0.5069
H 1.1643 -3.9886 -0.6482
H 2.9191 -3.8125 -0.9657
H 2.4731 -1.8580 -1.7356
C -2.4371 -1.6740 2.9093
O -2.1269 -0.4262 2.1772
H -1.9803 -2.5739 2.4973
H -2.1335 -1.5751 3.9515
H -3.5255 -1.7086 2.9576
H -2.9738 0.0196 2.1020
*
```

Calculated values
Orbital gap (eV): 2.26
HOMO level (eV): -9.804

---

C17H16N4O5S | ωB97M-V with the def2-TZVPD basis set

Structure (ORCA input):
```
! RIJCOSX wB97M-V def2-TZVPD def2/J DEFGRID3
* xyz 0 1
C 7.1544 2.6814 -0.8846
N 5.8900 2.2473 -1.4378
C 4.9740 1.5600 -0.6902
C 3.8084 1.6744 -1.3766
C 2.5021 1.0509 -1.0513
C 1.4291 1.3880 -1.8770
N 0.1725 0.8201 -1.4116
C -1.1529 1.0859 -1.8233
O -1.4409 1.8513 -2.6776
C -2.3024 0.4633 -1.0950
C -3.5813 0.6327 -1.4036
O -4.3808 0.0076 -0.4861
C -3.5833 -0.5175 0.4435
C -2.2845 -0.3279 0.1564
C -1.2809 -0.9669 0.8954
O -0.1400 -1.0540 0.5082
C -1.5862 -1.9173 1.9639
N -3.0080 -2.2816 2.2382
S -3.4783 -3.0863 3.6067
C -4.4312 -4.4740 3.0777
O -2.2109 -3.5434 4.1980
O -4.4173 -2.2512 4.3834
C -4.0176 -1.4807 1.5418
C 1.5196 2.4116 -2.9247
C 2.7868 2.9283 -3.2611
C 3.9435 2.5556 -2.5171
N 5.2228 2.8603 -2.5133
H 7.6081 1.8398 -0.3912
H 6.9196 3.4269 -0.0818
H 7.7007 3.1549 -1.7182
H 5.1079 0.8835 0.2016
H 2.2163 0.5501 -0.1269
H 0.2617 0.0170 -0.7940
H -4.0088 1.0755 -2.3510
H -1.0991 -2.8598 1.7728
H -1.1481 -1.4928 2.7889
H -5.3273 -4.1281 2.4577
H -3.6715 -5.1342 2.5503
H -4.7889 -5.0720 3.9690
H -4.8707 -2.0723 1.1288
H -4.4795 -0.9689 2.4078
H 0.6087 2.8342 -3.3492
H 2.8644 3.6284 -4.0469
*
```

Calculated values
Orbital gap (eV): 7.35
HOMO level (eV): -7.534
SMILES string: Cn1cc2cc(NC(=O)c3coc4c3C(=O)CN(S(C)(=O)=O)C4)ccc2n1

---

C5H9NO | ωB97M-V with the def2-TZVPD basis set

Structure (ORCA input):
```
! RIJCOSX wB97M-V def2-TZVPD def2/J DEFGRID3
* xyz 0 1
C -1.2307 -1.8228 -0.0291
C 0.2911 -0.4517 1.4012
N 0.1296 -1.3104 0.1332
C 0.6816 0.0758 0.0783
C -0.0483 1.2094 -0.6032
C 0.5921 2.5280 -0.2096
O 1.6345 2.6251 0.3904
H -1.9370 -1.0050 -0.1569
H -1.2966 -2.5233 -0.8667
H -1.4792 -2.3340 0.9029
H 1.1615 -0.8639 1.9228
H 0.8330 -1.9953 -0.1321
H 1.7230 0.0299 -0.2613
H -1.1097 1.2472 -0.3301
H 0.0105 1.1523 -1.7024
H 0.0445 3.4387 -0.5376
*
```

Calculated values
Orbital gap (eV): 8.21
HOMO level (eV): -7.438

---

C28H35N7 | ωB97M-V with the def2-TZVPD basis set

Structure (ORCA input):
```
! RIJCOSX wB97M-V def2-TZVPD def2/J DEFGRID3
* xyz 0 1
C 0.4362 -2.3030 2.9450
C -0.1296 -3.1281 4.1092
C -1.3226 -2.4479 4.7565
N -1.6445 -1.3457 3.9106
C -0.7049 -1.2511 2.8647
H 1.2610 -2.2349 2.2950
H 0.2966 -4.0667 4.5943
H -2.0239 -2.5781 5.6087
H -2.5141 -0.8283 3.8717
H -0.9835 -0.3250 2.1585
C -1.7563 -0.3039 -0.9614
C -1.0599 -1.6983 -1.1555
C 0.3573 -1.4368 -0.6345
N 0.4257 -0.1797 -0.1905
C -0.6687 0.5926 -0.3317
H -2.7357 0.0060 -1.2061
H -1.3522 -2.6439 -1.7412
H 1.1748 -2.2628 -0.5607
H 1.4938 0.1357 0.1490
H -0.7493 1.5131 -0.1027
C -0.4125 3.9734 1.6472
C 0.4474 5.1259 2.2172
C 0.8777 4.5980 3.5005
N 0.4178 3.3477 3.7812
C -0.2783 2.8834 2.6875
H -0.9840 3.9406 0.5994
H 0.7781 6.2718 1.6602
H 1.5475 5.1976 4.2216
H 0.3893 2.8052 4.8144
H -0.9623 1.9643 2.7090
C 1.3801 1.4529 -5.2896
C -0.0093 1.3264 -5.8816
C -0.8713 0.5736 -4.9194
N 0.0252 0.3170 -3.9051
C 1.2958 0.6930 -4.0509
H 2.3984 1.9795 -5.6953
H -0.4550 1.7692 -6.8554
H -1.9830 0.4144 -5.1418
H -0.3252 -0.1043 -2.9221
H 2.0997 0.5619 -3.2847
C 2.9086 -3.5945 -6.0113
C 2.1228 -4.4688 -5.0087
C 1.2040 -3.4999 -4.1841
N 1.4143 -2.2038 -4.7121
C 2.3438 -2.1314 -5.7018
H 3.6254 -3.7954 -6.6415
H 2.1220 -5.6110 -4.9593
H 0.5352 -3.5191 -3.3686
H 0.6246 -1.5558 -4.4929
H 2.7004 -1.4540 -6.1971
C -3.8156 1.2202 2.5944
C -4.0181 -0.1864 2.0427
C -4.6110 -1.1038 3.1627
N -4.6591 -0.1750 4.2442
C -4.2604 1.0579 4.0488
H -3.3148 1.9985 2.0635
H -3.7595 -0.8106 1.1173
H -4.9324 -1.9604 3.1156
H -5.0660 -0.5834 5.0031
H -4.3421 1.9421 4.7094
C 3.2632 0.6764 -0.3389
C 3.4842 -0.3821 0.7633
C 3.0161 0.2170 1.9632
N 2.5275 1.5562 1.6602
C 2.6835 1.8739 0.3644
H 3.5558 0.4999 -1.3466
H 3.9904 -1.2744 0.6552
H 2.8331 -0.1051 3.0103
H 2.0545 2.2234 2.3085
H 2.5931 2.8447 -0.1355
*
```

Calculated values
Orbital gap (eV): 7.39
HOMO level (eV): -7.205
SMILES string: c1cc[nH]c1.c1cc[nH]c1.c1cc[nH]c1.c1cc[nH]c1.c1cc[nH]c1.c1cc[nH]c1.c1cc[nH]c1

---

C64H100Cs2O47 | ωB97M-V with the def2-TZVPD basis set

Structure (ORCA input):
```
! RIJCOSX wB97M-V def2-TZVPD def2/J DEFGRID3
* xyz 0 1
Cs 4.3695 0.3623 -2.7005
Cs -0.2024 0.8882 -2.7764
C 0.9173 -0.2214 0.3643
C 1.9083 0.9057 0.4954
O 2.1289 1.6696 -0.6687
H 0.9307 -0.8455 -0.5292
H -0.0790 0.1898 0.5268
H 1.1294 -0.9265 1.1680
H 2.8692 0.5216 0.8380
H 1.6171 1.6537 1.2329
C 3.1844 -1.4172 -6.6558
C 1.8524 -1.2532 -5.8823
O 1.9214 -0.6461 -4.6139
H 3.5576 -0.4821 -7.0736
H 2.9624 -2.0441 -7.5193
H 3.9889 -1.9687 -6.1692
H 1.3299 -2.2081 -5.8242
H 1.1665 -0.7378 -6.5546
C 4.6269 3.7349 -5.5797
C 4.0722 2.8775 -6.7217
C 2.5925 2.9169 -6.8793
O 2.4140 2.8048 -8.3130
C 3.5714 3.1171 -8.8989
O 3.6549 3.2993 -10.0739
O 4.5591 3.3240 -7.9620
H 4.7545 4.7800 -5.8615
H 5.6131 3.3488 -5.3219
H 3.9059 3.6159 -4.7709
H 4.3905 1.8355 -6.6907
H 2.1636 3.8358 -6.4796
H 2.1202 2.0454 -6.4260
C 3.8327 5.0456 -2.4039
C 2.2960 5.2345 -2.5451
C 1.3563 5.1085 -1.3300
O 0.8629 6.4547 -1.1720
C 1.0844 7.1027 -2.2969
O 0.7007 8.2510 -2.5214
O 2.0766 6.5190 -2.9471
H 4.4309 5.5396 -3.1695
H 4.0048 3.9696 -2.3768
H 4.0859 5.4737 -1.4340
H 1.9561 4.5986 -3.3625
H 1.9043 4.9015 -0.4108
H 0.6106 4.3218 -1.4449
C 5.0632 -3.9127 2.9962
C 4.2342 -4.0646 1.6629
C 3.5032 -2.7775 1.2882
O 4.0656 -2.3962 0.0112
C 4.9456 -3.3559 -0.3959
O 5.5007 -3.3603 -1.5181
O 5.0528 -4.3346 0.5330
H 4.4569 -3.7718 3.8910
H 5.7612 -3.0781 2.9303
H 5.5902 -4.8282 3.2651
H 3.5187 -4.8807 1.7641
H 3.7676 -2.0566 2.0618
H 2.4201 -2.8996 1.2764
C 0.8926 1.0614 4.4009
C 2.2911 0.8036 4.9798
C 2.8484 -0.5892 4.6634
O 4.2235 -0.3966 4.5723
C 4.4320 0.8681 4.2027
O 5.5078 1.3322 3.8212
O 3.3361 1.5895 4.4889
H 0.7473 0.9857 3.3233
H 0.5140 2.0487 4.6657
H 0.1961 0.3146 4.7821
H 2.3556 0.9438 6.0588
H 2.4216 -1.0908 3.7948
H 2.6415 -1.1407 5.5805
C 7.1823 0.4829 0.2204
C 7.1114 2.0228 0.3157
C 5.7227 2.5670 0.7989
O 6.0277 3.4723 1.8471
C 7.2767 3.4121 2.1941
O 7.7611 4.1028 3.0561
O 7.8888 2.4374 1.3841
H 6.6448 -0.0345 1.0150
H 8.1596 0.0256 0.3747
H 6.8010 0.2476 -0.7732
H 7.5712 2.5298 -0.5326
H 5.0721 1.7603 1.1367
H 5.3479 2.9117 -0.1649
C 0.9173 -5.3087 -4.4600
C 1.8789 -4.6135 -3.4178
C 1.2172 -3.6406 -2.4358
O 1.6414 -4.0869 -1.1733
C 2.1280 -5.3147 -1.2662
O 2.3744 -6.0836 -0.3267
O 2.2903 -5.6708 -2.6428
H 0.7787 -4.5770 -5.2559
H -0.0206 -5.6214 -4.0011
H 1.3989 -6.1223 -5.0024
H 2.7606 -4.2330 -3.9334
H 0.1316 -3.6714 -2.5289
H 1.5161 -2.6101 -2.6274
C -0.4555 -4.8909 5.7493
C 0.9964 -5.3093 6.1329
C 2.0259 -5.0094 5.0425
O 3.0334 -4.2747 5.7634
C 2.6369 -3.9958 6.9877
O 3.1984 -3.2824 7.7872
O 1.4467 -4.5716 7.2122
H -0.6982 -5.3170 4.7758
H -0.6667 -3.8303 5.6128
H -1.1274 -5.2294 6.5380
H 0.9167 -6.3472 6.4564
H 1.7225 -4.5311 4.1112
H 2.5716 -5.9277 4.8256
C -3.4596 3.0418 4.2028
C -2.7914 2.0670 5.2350
C -3.6912 1.5487 6.3760
O -3.2996 0.2203 6.4972
C -2.7275 -0.1960 5.3618
O -2.5435 -1.4408 5.1686
O -2.5694 0.8542 4.5482
H -3.0431 3.0689 3.1959
H -3.4352 4.0535 4.6077
H -4.5242 2.8204 4.1278
H -1.9012 2.5431 5.6460
H -4.7427 1.7416 6.1631
H -3.4479 2.2641 7.1616
C -5.5284 -0.8988 2.6118
C -5.0319 -2.3437 2.1996
C -4.4872 -3.2307 3.2876
O -5.2060 -4.4544 3.0975
C -6.2331 -4.3214 2.2530
O -7.2225 -5.0647 2.3029
O -6.1434 -3.0704 1.7050
H -5.8808 -0.4112 1.7029
H -4.7713 -0.2457 3.0458
H -6.2938 -0.8928 3.3878
H -4.3266 -2.2421 1.3748
H -4.6842 -2.7916 4.2656
H -3.4177 -3.3698 3.1295
C -7.1974 1.7573 -0.8397
C -5.7871 2.3081 -0.5294
C -5.2326 2.2468 0.9402
O -4.1098 1.3739 0.8823
C -3.8822 0.9296 -0.3650
O -2.9136 0.2104 -0.7010
O -4.9374 1.4299 -1.1268
H -8.0066 2.4815 -0.7452
H -7.5348 1.0845 -0.0513
H -7.4702 1.2990 -1.7903
H -5.7509 3.2968 -0.9870
H -5.9486 1.7127 1.5648
H -5.1727 3.1633 1.5271
C -3.6251 -5.4938 -5.3723
C -2.5748 -4.4880 -5.9279
C -3.1328 -3.3679 -6.7927
O -2.5237 -2.1987 -6.2172
C -2.0086 -2.5477 -5.0129
O -1.6273 -1.7315 -4.1842
O -2.2022 -3.8258 -4.7761
H -3.0952 -6.3150 -4.8898
H -4.2216 -5.9959 -6.1340
H -4.3670 -5.1525 -4.6503
H -1.7266 -5.0389 -6.3343
H -4.2181 -3.3262 -6.7000
H -2.8724 -3.4281 -7.8494
C 1.9641 6.7595 1.9547
C 1.3194 5.5009 2.4210
C 2.1200 4.5621 3.3247
O 1.2777 4.4119 4.4598
C 0.2081 5.0844 4.3506
O -0.7119 5.1399 5.1532
O 0.1163 5.7246 3.1495
H 2.9586 6.4455 1.6377
H 2.0261 7.4408 2.8033
H 1.4500 7.2653 1.1374
H 1.0479 5.0525 1.4653
H 3.1351 4.9320 3.4691
H 2.2474 3.6570 2.7308
C -5.4440 -3.6233 -1.5677
C -5.6533 -2.1334 -1.8765
C -4.6031 -1.6771 -2.9145
O -5.4103 -0.7085 -3.5686
C -6.7394 -1.0053 -3.4888
O -7.6391 -0.4698 -4.1844
O -6.8789 -1.9213 -2.5900
H -4.4265 -3.9361 -1.3331
H -5.6406 -4.1099 -2.5231
H -6.1214 -4.0408 -0.8228
H -5.5972 -1.4714 -1.0124
H -4.1696 -2.4992 -3.4839
H -3.6686 -1.2864 -2.5118
C -3.5994 7.0115 -0.4081
C -2.3857 6.1353 -0.3101
C -2.3991 5.0887 0.8191
O -2.1156 3.9230 0.1218
C -2.1004 4.0580 -1.1627
O -1.9882 3.2313 -1.9954
O -2.3546 5.2992 -1.4694
H -3.5844 7.6186 -1.3132
H -3.5513 7.7603 0.3826
H -4.5349 6.5021 -0.1769
H -1.5282 6.8081 -0.3257
H -3.3714 4.9671 1.2967
H -1.5523 5.2779 1.4789
C -1.4459 -3.0140 -0.4512
C -1.7981 -3.6045 0.9701
C -1.0552 -4.8231 1.3960
O -0.0432 -4.2248 2.2022
C -0.3965 -2.9369 2.5856
O 0.2282 -2.2542 3.3681
O -1.5130 -2.5782 1.9452
H -0.3842 -2.8199 -0.6040
H -1.9675 -2.0735 -0.6282
H -1.7261 -3.7018 -1.2490
H -2.8520 -3.8824 0.9631
H -0.6219 -5.4076 0.5845
H -1.6451 -5.4660 2.0493
*
```

Calculated values
Orbital gap (eV): 7.06
HOMO level (eV): -7.429